# 1
Below is a gas-phase ion, C6H13N (charge +1) at a distorted geometry, with properties calculated with ωB97M-V/def2-TZVPD.

Each line ends with the natural charge from an NBO analysis.
Atoms and positions in Å:
C (-0.8449, 1.9262, 1.2798)  -0.603
C (-1.3489, 1.6705, -0.1711)  -0.402
C (-0.1783, 1.1701, -1.1135)  -0.467
C (0.5197, 0.0205, -0.4492)  -0.029
C (1.0358, -1.0416, -1.1426)  0.100
N (1.1271, -2.3236, -0.6228)  -0.401
C (0.5882, -2.5089, 0.6976)  -0.482
H (-0.0459, 2.5323, 1.2224)  0.204
H (-0.6414, 0.8718, 1.5898)  0.183
H (-1.5516, 2.5634, 1.8132)  0.247
H (-2.3408, 1.1994, -0.1948)  0.233
H (-1.5924, 2.7224, -0.4127)  0.231
H (-0.4398, 0.9328, -2.1346)  0.238
H (0.6239, 1.8907, -1.1198)  0.259
H (0.8490, 0.2731, 0.6122)  0.255
H (1.4102, -1.0371, -2.1313)  0.239
H (1.5336, -3.0829, -1.1439)  0.444
H (0.5597, -1.6145, 1.3789)  0.241
H (-0.4953, -2.8421, 0.8056)  0.255
H (1.2321, -3.3224, 1.2369)  0.253

Atoms 1-2, force components in eV/Å:
-2.9 -3.3 -1.2
0.2 2.7 0.1

As for the spin multiplicity: 2. Its net charge is +1. As for the expectation value of S²: 0.765. The value obtained for the orbital gap (spin up / spin down) is 9.847 / 8.308 eV. The relative energy (zero: lowest compared OMol25 entry of this formula, charge and spin) comes out at 44.7 kcal per mole.

=====

# 2
Below is a gas-phase ion, C6H13N2 (charge +1) at a distorted geometry, with properties calculated with ωB97M-V/def2-TZVPD.

Each line ends with the natural charge from an NBO analysis.
Atoms and positions in Å:
H (4.4868, -1.5116, -0.6636)  0.418
N (3.4986, -1.2602, -0.3987)  -0.633
C (2.9739, -0.1699, -0.2037)  0.430
C (3.4023, 1.2828, -0.1493)  -0.723
C (1.1146, -0.4664, -0.0385)  -0.206
C (-0.0402, -0.2700, 0.6908)  -0.160
N (-1.3658, -0.6867, 0.3687)  -0.537
C (-2.4490, 0.3195, 0.4251)  -0.244
C (-3.6361, -0.1456, -0.3635)  -0.636
H (2.7769, 1.9305, -0.6902)  0.245
H (4.4440, 1.5367, -0.5289)  0.257
H (3.2919, 1.7494, 0.8500)  0.256
H (1.0784, -1.1507, -0.9334)  0.202
H (-0.0179, 0.3232, 1.6419)  0.225
H (-1.3207, -1.2069, -0.6012)  0.461
H (-1.5522, -1.3438, 1.1715)  0.452
H (-2.7825, 0.5735, 1.4740)  0.244
H (-2.1054, 1.2733, -0.0531)  0.241
H (-4.0966, -1.0721, -0.1278)  0.233
H (-4.4579, 0.6433, -0.4284)  0.268
H (-3.2432, -0.3483, -1.4419)  0.207

Atoms 1-2, force components in eV/Å:
-1.3 1.2 0.6
0.6 -0.8 -0.5

Its net charge is +1. As for the SMILES: [H]/N=C(C)/C=C/[NH2+]CC. The value obtained for the orbital gap is 10.009 eV. The relative energy (zero: lowest compared OMol25 entry of this formula, charge and spin) comes out at 93.5 kcal per mole.

=====

# 3
Below is a gas-phase ion, C6H13N2 (charge +1) at a distorted geometry, with properties calculated with ωB97M-V/def2-TZVPD.

Each line ends with the natural charge from an NBO analysis.
Atoms and positions in Å:
C (0.1832, -1.1295, -1.0995)  0.102
N (1.0762, -1.1998, -0.1581)  -0.300
C (1.3276, -2.4136, 0.5864)  -0.420
C (1.5071, -0.0170, 0.4362)  -0.061
C (0.6140, 0.9767, 0.5436)  0.029
N (-0.6452, 0.8622, -0.0633)  -0.430
C (-1.7285, 1.0334, 0.8969)  -0.419
C (-0.8450, 1.6868, -1.2524)  -0.426
H (0.2138, -0.3470, -1.8350)  0.220
H (-0.4163, -2.0027, -1.3162)  0.224
H (2.3935, -2.4940, 0.7976)  0.242
H (0.7930, -2.3996, 1.5387)  0.231
H (1.0122, -3.2832, 0.0155)  0.236
H (2.4647, -0.0125, 0.9275)  0.247
H (0.7952, 1.8050, 1.2198)  0.227
H (-1.6724, 0.2490, 1.6491)  0.216
H (-1.6844, 2.0062, 1.3958)  0.204
H (-2.6832, 0.9586, 0.3804)  0.228
H (0.0637, 1.7384, -1.8506)  0.215
H (-1.6607, 1.2721, -1.8425)  0.221
H (-1.1084, 2.7105, -0.9698)  0.215

Atoms 1-2, force components in eV/Å:
0.3 -0.1 -0.1
-0.4 0.0 -0.7

Its net charge is +1. As for the SMILES: C=[N+](C)/C=C\N(C)C. The value obtained for the orbital gap (spin up / spin down) is 9.345 / 9.344 eV. The relative energy (zero: lowest compared OMol25 entry of this formula, charge and spin) comes out at 49.2 kcal per mole.

=====

# 4
Below is a gas-phase ion, C6H13N2O (charge +1) at a distorted geometry, with properties calculated with ωB97M-V/def2-TZVPD.

Each line ends with the natural charge from an NBO analysis.
Atoms and positions in Å:
C (1.1525, 0.2050, 0.9289)  0.231
C (0.3311, 1.1607, -0.7787)  -0.255
C (0.2298, -0.3077, -0.2299)  -0.170
C (2.0277, 2.6883, 0.4346)  -0.441
C (-1.4474, -1.7035, -1.2697)  -0.434
C (-1.2470, -1.6770, 1.1722)  -0.426
N (1.2564, 1.4216, 0.2814)  -0.044
N (-1.1544, -0.8850, -0.0865)  -0.348
O (1.6523, -0.2697, 1.9305)  -0.395
H (0.9392, 1.3712, -1.7962)  0.253
H (-0.5471, 1.6930, -0.6404)  0.223
H (0.7930, -0.8067, -1.0146)  0.206
H (2.7066, 2.8506, -0.4175)  0.247
H (1.2967, 3.4835, 0.5743)  0.239
H (2.5100, 2.4593, 1.3525)  0.249
H (-0.8902, -2.5857, -1.2925)  0.235
H (-2.4268, -2.0310, -1.2534)  0.231
H (-1.3687, -1.2912, -2.2141)  0.239
H (-2.3876, -1.9652, 1.2371)  0.231
H (-0.6559, -2.5531, 1.1090)  0.240
H (-0.9968, -1.1162, 2.1068)  0.269
H (-1.7732, -0.1410, -0.1339)  0.421

Atoms 1-2, force components in eV/Å:
-4.9 -2.1 -3.2
3.1 -1.3 -1.2

As for the spin multiplicity: 3. Its net charge is +1. As for the expectation value of S²: 2.008. The value obtained for the orbital gap (spin up / spin down) is 5.817 / 7.379 eV. The relative energy (zero: lowest compared OMol25 entry of this formula, charge and spin) comes out at 96.0 kcal per mole.

=====

# 5
Below is 2 unconnected molecules or ions with the total composition C6H13N2O at a distorted geometry, with properties calculated with ωB97M-V/def2-TZVPD.

Each line ends with the natural charge from an NBO analysis.
Atoms and positions in Å:
C (1.5389, -0.6595, 0.3422)  0.186
C (1.2058, 0.5358, 0.7341)  0.344
C (-0.6411, -0.8604, -0.5785)  0.258
C (2.4608, -1.7579, 0.2205)  -0.734
C (2.0359, 1.5307, 1.4926)  -0.688
C (-1.3071, -1.9109, -1.3141)  -0.724
N (-0.9588, 0.2936, -0.2039)  -0.277
N (-3.0074, 1.8628, -0.4610)  -1.018
O (-0.0549, 1.0770, 0.4881)  -0.262
H (3.4152, -1.4644, 0.6656)  0.226
H (2.6394, -2.0118, -0.8237)  0.275
H (2.0961, -2.6395, 0.7471)  0.280
H (1.9278, 2.5114, 1.0357)  0.255
H (3.0786, 1.2333, 1.4819)  0.243
H (1.6853, 1.5862, 2.5214)  0.264
H (-2.3935, -1.7983, -1.3094)  0.216
H (-1.0383, -2.8844, -0.9054)  0.258
H (-0.9515, -1.8829, -2.3453)  0.272
H (-1.9115, 0.9552, -0.3360)  0.412
H (-2.9311, 2.5652, 0.2687)  0.405
H (-3.8974, 1.3856, -0.3591)  0.404
H (-2.9910, 2.3332, -1.3614)  0.405

Atoms 1-2, force components in eV/Å:
-0.9 -3.2 -1.7
-1.2 3.7 1.3

As for the spin multiplicity: 3. Its net charge is +1. As for the expectation value of S²: 2.012. The value obtained for the orbital gap (spin up / spin down) is 7.415 / 5.646 eV. The relative energy (zero: lowest compared OMol25 entry of this formula, charge and spin) comes out at 100.9 kcal per mole.

=====

# 6
Below is a gas-phase ion, C6H13N2O2 (charge -1) at a distorted geometry, with properties calculated with ωB97M-V/def2-TZVPD.

Each line ends with the natural charge from an NBO analysis.
Atoms and positions in Å:
C (0.8401, 0.1067, -1.8637)  -0.636
C (0.7808, 0.1364, -0.3483)  0.008
C (1.3499, -1.2616, 0.0980)  -0.615
N (1.5899, 1.2249, 0.2861)  0.127
O (2.2124, 1.9066, -0.5653)  -0.371
C (-0.6840, 0.1830, 0.3854)  0.121
C (-1.4614, -1.1540, 0.2980)  -0.654
C (-0.5971, 0.6041, 1.8610)  -0.661
N (-1.4840, 1.2298, -0.1841)  -0.370
O (-0.8812, 2.4574, -0.1288)  -0.763
H (0.3299, -0.8365, -2.0960)  0.192
H (1.9497, 0.0378, -2.2753)  0.205
H (0.4302, 0.9944, -2.3814)  0.242
H (1.4521, -1.1529, 1.1523)  0.215
H (2.3016, -1.5076, -0.3558)  0.195
H (0.6468, -2.0992, -0.2178)  0.201
H (-2.5022, -0.7531, 0.3508)  0.240
H (-1.0527, -1.9203, 0.9467)  0.207
H (-1.2897, -1.6752, -0.6673)  0.186
H (-1.5297, 0.8639, 2.2843)  0.217
H (-0.2327, 1.6846, 1.9639)  0.270
H (-0.1191, -0.0140, 2.5823)  0.179
H (-2.0495, 0.9446, -1.1249)  0.267

Atoms 1-2, force components in eV/Å:
1.3 0.4 -0.9
0.2 -0.9 0.8

Its net charge is -1. As for the SMILES: CC(C)(N=O)C(C)(C)N[O-]. The value obtained for the orbital gap (spin up / spin down) is 4.988 / 4.981 eV. The relative energy (zero: lowest compared OMol25 entry of this formula, charge and spin) comes out at 134.7 kcal per mole.

=====

Question: The lowest net charge belongs to which entry?
Answer: C6H13N2O2

=====

Question: What is the relative energy (zero: lowest compared OMol25 entry of this formula, charge and spin) in the fourth record?
Answer: 96.0 kcal per mole